Record 1
{
  "formula": "C28H28ClN3O3S",
  "method": "ωB97M-V with the def2-TZVPD basis set",
  "total_charge": 0,
  "homo_lumo_gap_ha": 0.2020,
  "fmax_ev_per_a": 3.2,
  "e_lumo_ev": -1.7,
  "de_lowest_ev": 0.000,
  "homo_energy_ev": -7.244,
  "symbols": ["Cl", "S", "O", "O", "O", "N", "N", "N", "C", "C", "C", "C", "C", "C", "C", "C", "C", "C", "C", "C", "C", "C", "C", "C", "C", "C", "C", "C", "C", "C", "C", "C", "C", "C", "C", "C", "H", "H", "H", "H", "H", "H", "H", "H", "H", "H", "H", "H", "H", "H", "H", "H", "H", "H", "H", "H", "H", "H", "H", "H", "H", "H", "H", "H"],
  "positions_angstrom": [[0.30, -1.57, 8.02], [-2.48, 0.61, 3.93], [-8.90, 1.48, 0.82], [2.40, -5.36, 0.66], [-8.46, 0.28, -0.97], [-8.16, 0.72, 0.16], [-0.35, -3.20, 1.21], [0.46, -4.63, -0.34], [-4.36, -0.49, 1.76], [-6.06, -0.53, -0.06], [4.55, -4.25, 4.06], [1.39, -4.66, 0.65], [5.64, -3.28, 2.12], [-0.70, -3.76, -0.11], [-2.22, -0.68, 8.28], [-1.99, -4.60, -0.10], [-1.17, -0.94, 7.39], [-6.90, 0.31, 0.70], [-3.15, -1.06, 2.34], [4.43, -2.72, 1.72], [0.59, -5.43, -1.54], [-5.24, 0.39, 2.46], [3.33, -3.71, 3.66], [1.93, -2.52, 1.92], [-1.26, -0.60, 6.03], [-0.78, -2.68, -1.20], [-1.08, -2.32, 1.92], [-6.48, 0.77, 1.96], [-3.36, -0.03, 7.80], [5.69, -4.06, 3.28], [-3.50, 0.28, 6.43], [-2.43, 0.02, 5.53], [3.27, -2.99, 2.45], [-4.82, -0.87, 0.45], [-2.29, -1.83, 1.52], [0.94, -3.66, 1.72], [-6.44, -0.89, -1.01], [0.81, -4.22, 2.67], [-7.15, 1.41, 2.53], [-1.51, -1.90, -0.95], [1.48, -1.83, 2.65], [1.53, -5.99, -1.48], [-4.91, 0.79, 3.41], [-4.12, 0.29, 8.52], [6.63, -4.53, 3.57], [4.61, -4.85, 4.97], [6.52, -3.13, 1.52], [2.43, -3.86, 4.26], [-0.25, -6.13, -1.62], [-1.85, -5.50, 0.52], [-3.03, -1.23, 3.47], [-0.66, -1.98, 2.87], [-1.09, -3.15, -2.14], [2.06, -1.97, 0.97], [-2.14, -0.95, 9.35], [-0.41, -0.70, 5.36], [4.36, -2.10, 0.82], [-2.84, -4.04, 0.29], [-4.21, -1.49, -0.22], [-2.60, -2.14, 0.52], [0.20, -2.20, -1.32], [-4.37, 0.81, 6.03], [0.61, -4.78, -2.42], [-2.23, -4.91, -1.12]]
}

---

Record 2
{
  "formula": "CH2FIS",
  "method": "ωB97M-V with the def2-TZVPD basis set",
  "total_charge": 0,
  "homo_lumo_gap_ha": 0.3487,
  "fmax_ev_per_a": 5.7,
  "e_lumo_ev": -0.1,
  "de_lowest_ev": 2.555,
  "homo_energy_ev": -9.555,
  "symbols": ["I", "S", "F", "C", "H", "H"],
  "positions_angstrom": [[1.18, -1.49, -1.26], [0.68, 1.21, -0.09], [-0.24, -0.94, 1.20], [-0.04, -0.38, 0.03], [-0.03, 2.16, 0.72], [-1.55, -0.56, -0.60]]
}

---

Record 3
{
  "formula": "C7H11N2O5PSn",
  "method": "ωB97M-V with the def2-TZVPD basis set",
  "total_charge": 2,
  "homo_lumo_gap_ha": 0.1159,
  "fmax_ev_per_a": 7.4,
  "e_lumo_ev": -11.4,
  "homo_energy_ev": -14.504,
  "symbols": ["Sn", "P", "O", "O", "O", "O", "O", "N", "N", "C", "C", "C", "C", "C", "C", "C", "H", "H", "H", "H", "H", "H", "H", "H", "H", "H", "H"],
  "positions_angstrom": [[-1.64, 3.73, 3.73], [-2.44, -1.63, -1.43], [-2.98, 1.18, 1.78], [-0.99, 2.31, 2.06], [1.85, 1.97, 0.89], [-4.59, -0.47, 1.06], [-1.38, -1.38, -2.76], [3.40, -1.03, 0.02], [-1.87, -3.11, -0.63], [0.27, 0.66, -0.65], [1.56, 0.65, 0.36], [-2.29, -0.28, -0.11], [-1.13, 0.56, 0.11], [-3.46, 0.07, 0.96], [-1.63, 1.41, 1.35], [2.84, 0.24, -0.58], [-1.22, -3.57, -1.31], [-0.52, -1.83, -2.50], [0.45, -0.18, -1.41], [0.34, 1.67, -1.22], [1.36, -0.13, 1.18], [-1.23, -2.76, 0.13], [3.45, -0.81, 1.04], [4.38, -1.12, -0.30], [2.56, 0.08, -1.68], [3.61, 1.11, -0.57], [1.30, 2.66, 0.46]]
}

---

Record 4
{
  "formula": "C10H12N2O",
  "method": "ωB97M-V with the def2-TZVPD basis set",
  "total_charge": 2,
  "homo_lumo_gap_ha": [0.2639, 0.2577],
  "fmax_ev_per_a": 3.3,
  "e_lumo_ev": [-10.4, -9.9],
  "de_lowest_ev": 1.585,
  "homo_energy_ev": [-17.568, -16.902],
  "symbols": ["O", "N", "N", "C", "C", "C", "C", "C", "C", "C", "C", "C", "C", "H", "H", "H", "H", "H", "H", "H", "H", "H", "H", "H", "H"],
  "positions_angstrom": [[0.50, 2.22, 0.00], [2.91, -0.13, 1.30], [0.31, 0.95, -0.32], [2.86, -0.97, 0.16], [-1.97, 1.17, 0.44], [-2.55, -1.36, -0.54], [-3.58, -0.54, -0.05], [-3.23, 0.74, 0.51], [1.29, 0.34, -1.29], [-1.27, -0.87, -0.61], [1.99, 0.68, 1.51], [-0.93, 0.40, -0.09], [2.06, -0.86, -0.88], [2.19, -1.77, -1.57], [-2.62, -2.33, -1.03], [3.63, -0.12, 2.02], [0.07, 2.92, -0.54], [0.65, -0.16, -2.06], [-0.60, -1.59, -1.04], [2.01, 1.42, 2.30], [-4.65, -0.89, 0.04], [3.36, -1.91, 0.29], [-1.77, 2.17, 0.79], [-4.01, 1.37, 0.89], [1.91, 1.05, -1.77]]
}

---

Record 5
{
  "formula": "C30H59BBr12F2IN2O2PSi",
  "method": "ωB97M-V with the def2-TZVPD basis set",
  "total_charge": 0,
  "smiles": "CCCCP(I)(C[C@H](O)CN)(B(N)O)C(F)(F)CC[Si](C)(C)c1ccccc1.BrCCBr.BrCCBr.BrCCBr.BrCCBr.BrCCBr.BrCCBr",
  "homo_lumo_gap_ha": 0.3126,
  "fmax_ev_per_a": 2.5,
  "e_lumo_ev": 0.3,
  "homo_energy_ev": -8.249,
  "symbols": ["I", "Br", "Br", "Br", "Br", "Br", "Br", "Br", "Br", "Br", "Br", "Br", "Br", "P", "Si", "F", "F", "O", "O", "N", "N", "C", "C", "C", "C", "C", "C", "C", "C", "C", "C", "C", "C", "C", "C", "C", "C", "C", "C", "C", "C", "C", "C", "C", "C", "C", "C", "C", "C", "C", "C", "B", "H", "H", "H", "H", "H", "H", "H", "H", "H", "H", "H", "H", "H", "H", "H", "H", "H", "H", "H", "H", "H", "H", "H", "H", "H", "H", "H", "H", "H", "H", "H", "H", "H", "H", "H", "H", "H", "H", "H", "H", "H", "H", "H", "H", "H", "H", "H", "H", "H", "H", "H", "H", "H", "H", "H", "H", "H", "H", "H"],
  "positions_angstrom": [[-3.19, 1.78, 4.36], [2.56, -7.36, -6.19], [-2.16, 6.37, 10.09], [1.40, 1.44, 6.97], [1.15, 7.99, 9.77], [3.66, -2.08, -7.98], [6.29, -2.22, -1.81], [0.61, 2.91, -7.21], [5.76, -5.78, -1.00], [-0.29, -5.88, -4.37], [1.87, -2.28, -4.77], [-1.67, 2.99, 8.34], [-2.92, 2.16, -7.99], [-2.22, 0.19, 2.50], [-0.37, 0.37, -2.37], [-0.89, -2.17, 2.13], [-2.58, -1.93, 0.80], [-4.57, -1.46, 2.94], [-4.03, 3.25, 1.44], [-6.63, 1.82, 0.93], [-2.75, -1.87, 4.52], [3.72, -0.62, -2.62], [0.01, 1.85, 3.43], [-2.85, 1.12, 1.05], [0.09, 0.73, 8.22], [-0.55, 0.42, 3.26], [-5.44, 1.20, 1.54], [0.65, 4.07, 2.40], [-1.31, 1.14, 7.87], [7.58, -3.68, -1.69], [-4.17, 1.89, 1.02], [-0.18, 1.30, -7.97], [7.02, -4.96, -2.24], [-1.30, 1.63, -8.93], [3.51, 1.77, -2.73], [3.26, -3.63, -6.88], [-0.23, -7.43, -5.54], [4.31, 0.63, -2.73], [2.14, 1.63, -2.62], [2.34, -0.75, -2.49], [1.89, -3.53, -6.26], [1.03, -8.22, -5.35], [-0.28, 2.86, 2.33], [-1.09, -0.03, -4.08], [-0.53, -0.80, 0.25], [-0.40, 5.73, 10.62], [-0.97, 2.10, -1.93], [-1.53, -1.23, 1.35], [0.45, 6.84, 11.18], [1.51, 0.38, -2.49], [-1.01, -0.96, -1.20], [-3.30, -1.18, 3.38], [-2.03, 0.56, 8.44], [0.39, -1.34, 0.43], [-1.10, -8.03, -5.27], [-1.57, 0.75, -9.51], [-2.10, -0.97, -1.32], [1.14, -3.18, -6.97], [-0.35, -7.06, -6.56], [0.63, 0.80, -8.49], [-4.68, 3.39, 2.14], [1.09, 1.73, 3.44], [1.64, 3.79, 2.74], [-2.09, 1.80, 0.66], [-1.04, 2.45, -9.60], [1.29, -8.36, -4.31], [-3.49, -2.25, 5.10], [-0.20, 2.28, 4.41], [-0.60, -0.02, 4.26], [3.30, -4.49, -7.55], [-1.07, 0.91, -4.65], [-6.83, 1.42, 0.03], [3.99, 2.73, -2.82], [-5.12, -1.83, 3.64], [-2.13, -0.31, -3.90], [7.81, -5.69, -2.38], [-1.53, 1.05, 6.81], [0.21, -0.15, 2.73], [-4.38, 2.00, -0.05], [7.88, -3.76, -0.65], [-2.01, 2.10, -1.59], [0.39, 1.07, 9.21], [0.77, 4.50, 1.41], [-5.57, 1.28, 2.61], [1.89, -1.72, -2.37], [0.04, 5.26, 9.75], [-6.54, 2.83, 0.87], [4.34, -1.51, -2.62], [5.39, 0.71, -2.82], [-1.33, 3.15, 2.26], [1.54, 2.53, -2.65], [8.44, -3.35, -2.28], [-0.51, -0.82, -4.54], [-0.51, 0.69, -7.13], [-0.05, 2.36, 1.37], [0.20, 4.83, 3.05], [6.49, -4.81, -3.18], [0.95, -9.19, -5.84], [-5.42, 0.18, 1.16], [-0.96, 2.68, -2.86], [0.20, -0.35, 8.16], [-0.33, 2.63, -1.23], [4.05, -3.71, -6.15], [1.33, 6.43, 11.68], [-2.96, 0.38, 0.26], [-0.09, 7.48, 11.87], [-2.26, -1.20, 5.10], [1.58, -4.48, -5.84], [-0.29, 0.25, 0.43], [-0.62, -1.92, -1.57], [-0.59, 4.98, 11.39]]
}

---

Record 6
{
  "formula": "C47H36F10GeMoN3PSe2",
  "method": "ωB97M-V with the def2-TZVPD basis set",
  "total_charge": 3,
  "spin_multiplicity": 2,
  "s_squared": 0.78,
  "homo_lumo_gap_ha": [0.2212, 0.2351],
  "fmax_ev_per_a": 4.7,
  "e_lumo_ev": [-9.1, -8.7],
  "homo_energy_ev": [-15.104, -15.104],
  "symbols": ["Mo", "Se", "Se", "Ge", "P", "F", "F", "F", "F", "F", "F", "F", "F", "F", "F", "N", "N", "N", "C", "C", "C", "C", "C", "C", "C", "C", "C", "C", "C", "C", "C", "C", "C", "C", "C", "C", "C", "C", "C", "C", "C", "C", "C", "C", "C", "C", "C", "C", "C", "C", "C", "C", "C", "C", "C", "C", "C", "C", "C", "C", "C", "C", "C", "C", "C", "H", "H", "H", "H", "H", "H", "H", "H", "H", "H", "H", "H", "H", "H", "H", "H", "H", "H", "H", "H", "H", "H", "H", "H", "H", "H", "H", "H", "H", "H", "H", "H", "H", "H", "H", "H"],
  "positions_angstrom": [[9.98, 13.81, 8.79], [9.29, 13.72, 11.36], [9.28, 11.92, 10.08], [17.63, 6.44, 12.17], [11.27, 14.06, 12.52], [12.72, 12.19, 9.50], [11.14, 18.51, 10.02], [7.04, 17.05, 6.67], [16.13, 15.27, 10.61], [12.53, 16.50, 7.86], [9.61, 20.42, 8.85], [10.45, 15.87, 9.68], [14.68, 17.29, 9.23], [7.58, 19.66, 7.27], [15.21, 12.77, 10.78], [11.58, 13.81, 7.85], [8.76, 15.07, 8.04], [9.39, 12.76, 7.12], [17.36, 6.83, 14.90], [11.64, 12.54, 13.47], [20.17, 7.86, 8.60], [11.01, 16.46, 13.79], [19.88, 7.75, 11.08], [15.02, 14.94, 9.94], [8.89, 16.47, 8.14], [9.62, 17.05, 15.67], [10.15, 18.21, 9.27], [12.11, 12.66, 14.77], [10.14, 13.34, 6.02], [7.70, 14.56, 7.13], [12.66, 14.31, 8.63], [18.91, 6.78, 10.89], [12.48, 11.50, 15.47], [19.17, 7.10, 16.52], [10.65, 17.39, 14.79], [9.36, 14.89, 14.59], [7.92, 13.03, 6.94], [13.74, 6.13, 10.48], [20.48, 8.31, 9.93], [14.35, 16.01, 9.27], [14.57, 13.62, 10.01], [13.16, 15.62, 8.59], [12.24, 10.21, 15.05], [11.63, 13.41, 6.41], [9.81, 16.90, 9.06], [18.28, 6.69, 13.89], [8.10, 17.43, 7.47], [18.55, 6.30, 9.56], [19.30, 6.76, 8.46], [15.76, 5.88, 11.84], [15.07, 6.40, 10.73], [13.33, 13.34, 9.37], [11.80, 10.13, 13.69], [10.40, 15.22, 13.72], [9.38, 19.15, 8.58], [8.94, 15.78, 15.52], [19.68, 6.68, 14.18], [8.34, 18.76, 7.76], [11.57, 11.23, 12.91], [17.78, 7.09, 16.26], [9.65, 11.25, 6.99], [13.68, 4.87, 12.52], [20.06, 6.78, 15.51], [14.97, 5.15, 12.81], [13.01, 5.39, 11.38], [12.58, 9.34, 15.63], [21.20, 6.65, 15.77], [10.75, 11.12, 7.09], [11.27, 11.09, 11.90], [13.01, 4.33, 13.21], [11.95, 5.17, 11.21], [15.74, 6.80, 9.99], [10.08, 12.76, 5.09], [9.13, 10.71, 7.84], [8.91, 13.88, 14.52], [9.78, 14.35, 5.71], [12.97, 11.53, 16.41], [12.35, 13.57, 15.27], [7.83, 15.09, 6.19], [11.61, 9.10, 13.34], [19.43, 7.33, 17.62], [13.34, 6.59, 9.64], [12.18, 14.12, 5.84], [7.41, 12.44, 7.76], [9.39, 17.68, 16.54], [17.05, 7.14, 17.06], [7.49, 12.68, 6.03], [20.80, 8.27, 7.80], [16.35, 7.04, 14.73], [20.41, 6.44, 13.34], [15.46, 4.77, 13.75], [6.74, 14.80, 7.55], [8.15, 15.55, 16.07], [20.27, 8.05, 12.01], [9.25, 10.97, 6.01], [11.74, 16.73, 13.02], [18.01, 5.34, 9.48], [19.31, 6.27, 7.48], [11.16, 18.39, 14.63], [21.10, 9.16, 10.06], [12.12, 12.44, 6.40]]
}